A 14-piece molecular cluster, C84H160F18N12O12 overall in a non-equilibrium geometry, computed with ωB97M-V/def2-TZVPD.

## Properties
HOMO-LUMO gap (eV): 2.06
E (eV): -181037.683
LUMO energy (eV): -4.416

Geometry as ORCA input:
```
! wB97M-V def2-TZVPD RIJCOSX def2/J DEFGRID3
* xyz 2 1
C 0.972 -1.018 5.976
C -0.495 -0.945 5.619
N -1.114 -2.106 6.346
C -1.252 -3.385 5.929
C -1.809 -4.104 6.966
N -2.105 -3.194 8.043
C -1.676 -1.983 7.582
C -2.664 -3.471 9.337
H 1.430 -0.063 5.717
H 1.443 -1.867 5.480
H 1.174 -0.997 7.047
H -0.532 -1.052 4.535
H -1.009 -0.026 5.902
H -0.990 -3.703 4.931
H -2.144 -5.109 7.174
H -1.608 -1.074 8.162
H -3.754 -3.495 9.365
H -2.479 -2.648 10.028
H -2.349 -4.464 9.657
C 1.736 -2.657 -1.250
C 1.959 -2.312 -2.713
N 3.350 -2.333 -3.115
C 4.015 -3.510 -3.255
C 5.312 -3.175 -3.597
N 5.382 -1.802 -3.818
C 4.173 -1.271 -3.380
C 6.566 -1.058 -4.239
H 2.244 -1.940 -0.606
H 2.187 -3.592 -0.917
H 0.703 -2.559 -0.920
H 1.526 -1.312 -2.666
H 1.379 -2.930 -3.398
H 3.472 -4.414 -3.019
H 6.231 -3.706 -3.794
H 3.879 -0.233 -3.407
H 7.386 -1.275 -3.555
H 6.405 0.019 -4.281
H 6.740 -1.406 -5.257
C 3.768 5.948 -5.627
C 3.193 4.837 -6.555
N 2.224 4.008 -5.935
C 0.992 4.511 -5.451
C 0.282 3.455 -5.027
N 1.006 2.330 -5.226
C 2.187 2.613 -5.862
C 0.608 1.017 -4.766
H 4.743 6.343 -5.912
H 3.799 5.780 -4.550
H 3.012 6.726 -5.728
H 3.974 4.136 -6.851
H 2.815 5.317 -7.458
H 0.902 5.587 -5.482
H -0.588 3.466 -4.387
H 2.906 1.845 -6.108
H -0.381 0.832 -5.187
H 0.702 0.883 -3.688
H 1.254 0.234 -5.161
C 5.690 5.229 7.997
C 4.689 4.326 7.301
N 4.948 3.950 5.948
C 6.188 4.050 5.271
C 6.006 3.325 4.079
N 4.689 2.883 3.977
C 4.048 3.268 5.176
C 4.005 2.269 2.829
H 6.523 4.647 8.391
H 5.212 5.807 8.787
H 6.060 6.053 7.386
H 3.683 4.746 7.294
H 4.612 3.405 7.878
H 7.076 4.558 5.616
H 6.717 3.053 3.312
H 3.016 3.063 5.417
H 2.937 2.205 3.040
H 4.381 1.256 2.685
H 4.307 2.697 1.873
C 0.659 0.179 2.450
C 0.285 0.803 1.024
C -1.292 1.049 0.945
N -1.756 1.412 -0.496
C -1.508 0.273 -1.489
C -2.405 -0.895 -1.138
C -3.953 -0.551 -1.155
C -4.245 0.697 -0.267
C -3.216 1.824 -0.535
C -0.916 2.542 -1.038
H 1.748 0.179 2.506
H 0.277 -0.842 2.447
H 0.226 0.796 3.237
H 0.779 0.164 0.293
H 0.797 1.760 0.927
H -1.631 1.880 1.563
H -1.877 0.187 1.267
H -0.454 0.054 -1.316
H -1.525 0.495 -2.556
H -2.073 -1.284 -0.176
H -2.166 -1.644 -1.894
H -4.453 -1.468 -0.842
H -4.304 -0.285 -2.152
H -4.189 0.338 0.761
H -5.229 1.121 -0.468
H -3.457 2.545 0.246
H -3.425 2.336 -1.474
H 0.137 2.261 -1.069
H -1.105 3.419 -0.420
H -1.321 2.668 -2.042
C -7.346 -4.353 -5.383
C -6.529 -3.137 -5.223
C -5.391 -2.901 -6.189
N -4.501 -1.616 -5.947
C -3.689 -1.863 -4.615
C -2.614 -2.958 -4.773
C -1.648 -2.633 -5.878
C -2.353 -2.461 -7.200
C -3.575 -1.480 -7.272
C -5.180 -0.242 -5.773
H -7.867 -4.226 -6.332
H -8.222 -4.389 -4.734
H -6.797 -5.286 -5.507
H -6.060 -3.190 -4.240
H -7.139 -2.252 -5.041
H -5.784 -2.648 -7.174
H -4.732 -3.769 -6.206
H -4.362 -2.013 -3.771
H -3.239 -0.899 -4.374
H -2.974 -3.985 -4.831
H -2.026 -2.962 -3.855
H -0.812 -3.324 -5.983
H -1.202 -1.658 -5.684
H -2.774 -3.411 -7.530
H -1.687 -2.281 -8.044
H -4.170 -1.717 -8.154
H -3.212 -0.463 -7.419
H -5.721 -0.074 -6.704
H -4.431 0.544 -5.676
H -5.794 -0.408 -4.888
C 10.129 1.296 -1.841
C 9.488 0.736 -0.615
C 7.939 0.514 -0.847
N 7.153 -0.177 0.310
C 5.652 0.097 0.056
C 4.686 -0.849 0.898
C 5.130 -2.353 0.746
C 6.544 -2.530 1.261
C 7.478 -1.676 0.411
C 7.583 0.440 1.675
H 11.170 1.549 -1.645
H 9.554 2.108 -2.287
H 10.245 0.550 -2.627
H 9.694 1.405 0.220
H 9.975 -0.173 -0.260
H 7.722 -0.040 -1.760
H 7.472 1.493 -0.949
H 5.494 -0.001 -1.018
H 5.361 1.113 0.322
H 3.699 -0.545 0.548
H 4.664 -0.641 1.968
H 5.119 -2.510 -0.332
H 4.441 -3.060 1.209
H 6.830 -3.579 1.182
H 6.617 -2.251 2.312
H 7.552 -2.147 -0.569
H 8.453 -1.837 0.870
H 6.769 0.170 2.348
H 7.606 1.529 1.647
H 8.570 0.086 1.976
C -5.859 -6.277 -2.293
C -4.433 -5.798 -1.765
C -4.387 -5.962 -0.293
N -2.963 -5.881 0.360
C -3.125 -5.910 1.946
C -1.827 -5.944 2.766
C -1.051 -7.177 2.409
C -0.828 -7.301 0.921
C -2.095 -7.166 0.058
C -2.267 -4.536 -0.009
H -6.062 -7.347 -2.260
H -5.994 -5.976 -3.332
H -6.610 -5.757 -1.697
H -4.261 -4.752 -2.021
H -3.696 -6.361 -2.337
H -4.917 -6.860 0.022
H -4.807 -5.012 0.040
H -3.714 -6.806 2.143
H -3.819 -5.115 2.218
H -1.961 -5.936 3.848
H -1.214 -5.094 2.468
H -1.614 -8.090 2.607
H -0.052 -7.228 2.841
H -0.364 -8.257 0.679
H -0.140 -6.507 0.629
H -2.780 -8.014 0.099
H -1.825 -6.947 -0.975
H -3.031 -3.758 -0.005
H -1.909 -4.612 -1.035
H -1.490 -4.156 0.654
C -6.447 5.982 0.003
O -6.842 4.880 0.876
O -7.127 7.122 0.503
C -4.924 6.031 -0.363
F -4.840 6.852 -1.324
F -4.067 6.330 0.614
F -4.577 4.933 -0.971
C -6.987 3.548 0.400
C -7.568 2.557 1.481
H -8.491 2.930 1.925
H -7.780 1.551 1.121
H -6.799 2.415 2.240
H -6.044 3.136 0.038
H -7.806 3.486 -0.316
H -6.967 5.716 -0.917
C 6.057 -0.953 5.529
O 6.642 -1.434 6.733
O 7.093 -0.814 4.588
C 4.578 -1.346 5.213
F 3.820 -1.409 6.296
F 3.916 -0.577 4.322
F 4.507 -2.561 4.749
C 6.488 -2.770 7.250
C 6.726 -2.661 8.755
H 7.547 -1.984 8.988
H 5.886 -2.195 9.269
H 6.850 -3.626 9.246
H 7.202 -3.522 6.915
H 5.559 -3.287 7.013
H 5.919 0.081 5.844
C -3.521 -2.079 3.258
O -4.490 -2.544 2.203
O -2.262 -2.340 2.668
C -3.817 -0.644 3.839
F -4.959 -0.164 3.411
F -3.807 -0.661 5.186
F -2.887 0.219 3.471
C -5.882 -2.802 2.578
C -6.584 -3.519 1.390
H -6.348 -2.858 0.556
H -6.323 -4.540 1.110
H -7.667 -3.474 1.499
H -6.412 -1.916 2.929
H -6.046 -3.456 3.434
H -3.709 -2.809 4.046
C 3.304 2.307 -1.936
O 2.093 3.105 -2.144
O 2.847 1.031 -1.560
C 4.432 2.438 -3.044
F 5.637 1.994 -2.618
F 4.252 1.844 -4.222
F 4.633 3.734 -3.403
C 2.048 4.453 -1.580
C 0.824 5.255 -2.076
H -0.172 4.820 -1.990
H 0.962 6.247 -1.646
H 0.978 5.491 -3.129
H 2.986 4.896 -1.914
H 1.948 4.344 -0.500
H 3.786 2.783 -1.083
C 0.111 4.414 3.024
O 0.352 5.849 2.689
O 1.196 3.928 3.770
C -1.293 4.141 3.519
F -1.750 5.027 4.424
F -2.198 4.260 2.529
F -1.452 2.898 3.975
C -0.391 6.388 1.605
C -1.163 7.593 2.221
H -2.099 7.266 2.671
H -0.544 8.033 3.003
H -1.355 8.468 1.599
H -1.077 5.772 1.023
H 0.344 6.732 0.877
H 0.275 4.048 2.011
C -3.653 3.199 -4.356
O -4.883 2.433 -4.019
O -2.611 2.198 -4.383
C -3.826 4.019 -5.660
F -2.680 4.571 -5.977
F -4.299 3.376 -6.700
F -4.664 5.035 -5.479
C -6.117 3.079 -4.004
C -7.153 2.108 -3.516
H -8.088 2.665 -3.563
H -7.186 1.215 -4.140
H -7.026 1.732 -2.501
H -6.442 3.476 -4.965
H -6.323 3.991 -3.444
H -3.513 3.890 -3.524
*
```